# 1
The following is a DFT calculation (ωB97M-V/def2-TZVPD) of a structure of composition C16H18O14P2SeSm in a non-equilibrium geometry.

Geometry as XYZ:
```
52
Properties=species:S:1:pos:R:3:forces:R:3
Sm -0.749 -0.777 -0.329 1.3 -1.2 0.0
O 0.596 0.817 -0.730 -0.2 -0.9 -0.8
C 1.971 0.612 -0.906 -0.5 0.4 0.8
C 2.340 -0.930 -0.688 0.8 0.3 -1.5
O 3.447 -1.302 -1.084 -0.9 0.2 0.7
O 1.390 -1.645 -0.194 -0.2 0.4 0.0
C 2.606 1.348 0.270 -1.5 -0.1 -0.5
C 3.902 1.164 0.639 1.9 -0.2 -0.3
C 4.289 1.592 1.901 -0.2 -0.4 -0.3
C 3.377 2.050 2.833 0.8 -0.1 -0.1
C 2.109 2.380 2.395 -0.7 0.1 -0.3
C 1.723 2.080 1.070 0.8 0.8 1.7
C 2.397 1.205 -2.233 1.1 0.8 -1.2
C 1.369 1.504 -3.168 0.2 -0.3 1.2
C 1.657 2.308 -4.258 0.7 0.1 -0.2
C 2.965 2.701 -4.566 -0.4 0.5 0.5
C 4.013 2.374 -3.700 -0.7 -0.2 0.1
C 3.745 1.661 -2.519 -0.4 -0.8 -0.1
H -4.009 1.009 -4.096 0.6 0.9 2.6
H 4.622 0.673 -0.084 -1.0 0.5 1.3
H 5.298 1.526 2.203 1.1 -0.4 0.3
H 3.772 2.090 3.853 -0.6 0.5 -0.2
H 1.417 2.862 3.095 0.1 -0.2 -0.4
H 0.779 2.472 0.705 0.1 -0.6 0.0
H 0.324 1.171 -2.930 1.3 0.5 -0.3
H 0.851 2.728 -4.827 -0.3 -0.2 -0.5
H 3.113 3.420 -5.379 0.1 -0.5 0.2
H 5.009 2.746 -3.943 -0.1 -0.3 0.3
H 4.634 1.421 -1.870 -1.4 0.3 -0.6
C -2.019 -2.955 3.713 1.2 1.3 -1.3
C -2.977 -2.550 2.597 -2.1 -0.3 0.4
O -4.354 -2.880 3.064 1.0 0.5 -0.6
P -2.986 -0.750 2.244 -0.9 -1.1 -0.2
O -3.461 -0.178 3.646 0.5 1.0 0.4
O -4.142 -0.392 1.217 0.5 -0.2 0.3
O -1.671 -0.281 1.731 0.5 0.6 0.5
P -2.678 -3.687 1.171 3.5 -1.4 -0.3
O -4.123 -4.055 0.526 -0.3 1.9 -2.6
O -1.993 -4.907 1.740 -1.6 1.4 -0.8
O -1.844 -2.873 0.154 -1.1 0.3 0.3
H -2.181 -2.330 4.577 -0.3 -0.1 0.5
H -0.966 -2.729 3.364 -1.0 -0.6 0.4
H -2.189 -4.015 3.823 0.3 -0.1 0.5
H -4.789 -3.134 2.234 -0.4 0.0 0.4
H -3.086 0.665 3.992 -0.3 -0.9 -0.7
H -3.743 -0.074 0.342 -0.2 -0.1 0.5
H -4.245 -3.573 -0.401 0.5 -1.3 2.9
O -4.366 -1.320 -2.127 1.5 1.4 -1.2
Se -3.161 -0.219 -2.340 2.8 -0.9 2.0
O -2.747 0.422 -0.839 -1.4 -0.1 -1.3
O -1.478 -0.727 -2.769 -4.4 1.0 0.1
O -3.762 1.285 -3.118 -0.1 -2.3 -2.6
```
Positions in Å, forces in eV/Å.

Summary:
- HOMO level (alpha / beta): -5.7 / -5.7 eV
- Charge: -1
- E_LUMO (alpha / beta): 0.52 / 0.52 eV
- <S²>: 8.76
- 2S+1: 6
- ΔE to the lowest compared entry with this formula, charge and spin: 11.2 kcal per mole

# 2
The following is a DFT calculation (ωB97M-V/def2-TZVPD) of a structure of composition C28H19BrN3O5Sn in a non-equilibrium geometry.

Geometry as XYZ:
```
57
Properties=species:S:1:pos:R:3:forces:R:3
Sn 0.440 -0.577 0.197 -0.9 -0.1 0.9
Br -6.509 -3.771 1.442 0.1 0.0 0.0
C -4.706 -3.370 0.947 -0.4 0.1 0.0
C -3.695 -4.287 1.236 0.0 0.1 -0.1
C -2.409 -3.995 0.880 0.1 0.0 0.1
C -2.043 -2.763 0.263 -0.5 0.1 0.0
O -0.822 -2.553 -0.022 1.1 0.6 0.0
C -3.113 -1.865 -0.063 0.1 -0.6 0.4
C -2.948 -0.679 -0.829 0.2 0.5 -0.6
N -1.843 -0.077 -1.101 -0.1 -0.9 0.6
C -1.842 1.039 -1.904 -0.4 0.8 -0.5
C -2.916 1.903 -2.055 0.3 -0.4 0.3
C -2.874 2.975 -2.947 0.2 0.3 -0.3
C -1.749 3.233 -3.683 -0.3 0.1 0.1
C -0.603 2.435 -3.509 0.0 -0.2 0.2
C 0.608 2.703 -4.176 0.3 -0.3 0.1
C 1.703 1.924 -3.919 -0.2 0.3 -0.2
C 1.576 0.874 -3.000 -0.2 -0.2 0.2
N 0.460 0.585 -2.378 0.3 -0.3 -0.1
C -0.634 1.338 -2.604 -0.2 0.5 -0.4
C -4.430 -2.210 0.280 -0.1 -0.1 0.1
H -3.940 -5.221 1.718 0.0 -0.1 0.1
H -1.612 -4.697 1.076 0.1 0.0 0.0
H -3.883 -0.309 -1.272 0.1 0.0 0.1
H -3.801 1.765 -1.456 -0.1 -0.1 0.1
H -3.744 3.609 -3.049 0.0 0.0 0.0
H -1.716 4.063 -4.375 0.0 0.1 0.0
H 0.656 3.531 -4.870 0.0 0.1 0.0
H 2.652 2.106 -4.398 0.1 0.0 -0.1
H 2.421 0.240 -2.758 0.1 0.0 0.0
H -5.235 -1.532 0.032 0.0 0.1 0.0
C -1.365 1.904 1.759 -0.3 0.3 -0.2
C -2.121 0.764 2.040 -0.3 -0.2 -0.1
C -1.288 -0.171 2.669 -0.4 -0.4 0.0
C -0.014 0.406 2.808 0.6 0.2 -0.1
C -0.070 1.698 2.231 0.6 0.0 0.2
H -1.736 2.809 1.306 0.0 0.1 -0.1
H -3.179 0.642 1.857 0.0 -0.1 -0.1
H -1.610 -1.112 3.090 0.0 -0.1 -0.1
H 0.804 0.006 3.390 0.1 -0.1 -0.1
H 0.712 2.440 2.273 0.1 0.0 -0.1
O 4.068 -2.413 1.988 0.3 -0.3 0.3
C 3.649 -1.415 1.429 -0.1 0.1 -0.1
O 2.567 -1.307 0.767 -0.4 0.1 -0.3
C 4.499 -0.143 1.474 0.1 -0.2 0.1
C 5.796 -0.209 1.972 -0.2 0.1 0.0
C 6.607 0.916 1.981 0.0 -0.1 0.0
C 6.133 2.122 1.503 -0.2 0.3 -0.2
C 4.830 2.186 1.012 0.6 -1.4 0.6
C 4.015 1.061 0.995 -0.1 0.3 -0.2
N 4.342 3.412 0.472 -0.6 1.3 -0.7
O 5.037 4.414 0.593 -0.2 -0.2 0.0
O 3.266 3.401 -0.110 0.4 0.0 0.2
H 6.148 -1.160 2.347 0.0 -0.1 0.0
H 7.619 0.850 2.348 0.1 0.0 0.1
H 6.751 3.007 1.486 0.0 0.0 0.0
H 3.010 1.137 0.600 0.1 -0.1 0.0
```
Positions in Å, forces in eV/Å.

Summary:
- HOMO level: -4.3 eV
- Charge: -1
- E_LUMO: 1.67 eV
- ΔE to the lowest compared entry with this formula, charge and spin: 24.9 kcal per mole

# 3
The following is a DFT calculation (ωB97M-V/def2-TZVPD) of a cluster of 2 separate species, C15H16BBrF5N3O3 in total in a non-equilibrium geometry.

Geometry as XYZ:
```
44
Properties=species:S:1:pos:R:3:forces:R:3
C 2.510 -2.921 1.399 -0.6 -0.1 -1.0
B 1.151 -2.260 1.955 0.0 -1.5 0.9
O 0.450 -2.875 3.016 -0.1 0.5 -2.0
C 0.657 -0.870 1.315 2.1 1.2 1.2
C 1.524 0.268 1.488 -3.6 -2.1 -1.6
N 0.834 1.314 0.786 -0.5 -2.4 0.7
C 1.386 2.688 0.715 0.1 2.6 -0.1
N 2.086 3.013 -0.539 -1.3 -0.9 0.8
C -0.313 0.806 0.266 -0.3 1.1 -0.5
Br -1.452 1.941 -0.789 0.9 -0.9 0.8
N -0.520 -0.535 0.551 3.1 2.0 1.8
C -1.523 -1.512 0.223 -1.6 -2.0 -1.1
F -1.977 -2.200 1.354 1.2 1.4 -1.1
F -0.882 -2.502 -0.551 -0.4 1.3 1.1
C -2.773 -1.065 -0.558 -2.9 1.2 -2.2
C -3.845 -0.210 0.015 0.3 -0.6 -1.1
C -5.032 0.206 -0.726 1.5 -1.3 -0.9
C -5.238 -0.244 -2.106 2.3 -0.8 1.6
C -4.210 -1.123 -2.687 -0.1 1.2 1.4
C -4.461 -1.637 -4.147 -0.3 -1.1 1.9
F -3.985 -0.801 -5.110 -0.9 -1.4 1.0
F -3.895 -2.901 -4.246 -0.4 1.9 -0.6
F -5.830 -1.855 -4.279 1.9 0.8 -0.6
C -2.995 -1.512 -1.948 -1.3 0.9 0.7
H 3.423 -2.625 1.984 -0.8 -0.1 -0.6
H 2.453 -4.051 1.383 0.1 1.1 0.3
H 2.594 -2.603 0.315 0.4 -0.3 1.2
H 0.374 -3.835 2.856 0.5 0.5 0.5
H 2.508 0.317 2.029 -0.8 0.6 -0.7
H 2.090 2.869 1.576 -0.3 -0.8 -0.6
H 0.556 3.447 0.826 0.6 -1.1 -0.1
H 1.358 3.205 -1.232 0.7 -0.3 -0.2
H 2.653 2.201 -0.796 0.0 0.6 -0.2
H -3.740 0.164 1.064 -0.1 -0.4 -1.0
H -5.779 0.876 -0.226 0.9 -0.8 -0.6
H -6.152 0.060 -2.665 1.0 -0.4 0.5
H -2.279 -2.183 -2.484 -0.7 0.7 0.7
C 5.965 2.974 1.106 0.1 0.4 -0.1
C 4.790 2.349 1.859 0.4 0.0 -0.1
O 3.858 3.132 2.171 -0.4 -0.3 0.2
O 4.886 1.117 2.081 -0.8 0.0 0.0
H 5.812 4.043 0.949 0.0 -0.1 0.0
H 6.885 2.836 1.677 0.0 -0.1 -0.1
H 6.078 2.493 0.132 0.1 -0.1 0.1
```
Positions in Å, forces in eV/Å.

Summary:
- HOMO level: -7.4 eV
- E_LUMO: -1.07 eV

Repeat the first record exactly.
The following is a DFT calculation (ωB97M-V/def2-TZVPD) of a structure of composition C16H18O14P2SeSm in a non-equilibrium geometry.

Geometry as XYZ:
```
52
Properties=species:S:1:pos:R:3:forces:R:3
Sm -0.749 -0.777 -0.329 1.3 -1.2 0.0
O 0.596 0.817 -0.730 -0.2 -0.9 -0.8
C 1.971 0.612 -0.906 -0.5 0.4 0.8
C 2.340 -0.930 -0.688 0.8 0.3 -1.5
O 3.447 -1.302 -1.084 -0.9 0.2 0.7
O 1.390 -1.645 -0.194 -0.2 0.4 0.0
C 2.606 1.348 0.270 -1.5 -0.1 -0.5
C 3.902 1.164 0.639 1.9 -0.2 -0.3
C 4.289 1.592 1.901 -0.2 -0.4 -0.3
C 3.377 2.050 2.833 0.8 -0.1 -0.1
C 2.109 2.380 2.395 -0.7 0.1 -0.3
C 1.723 2.080 1.070 0.8 0.8 1.7
C 2.397 1.205 -2.233 1.1 0.8 -1.2
C 1.369 1.504 -3.168 0.2 -0.3 1.2
C 1.657 2.308 -4.258 0.7 0.1 -0.2
C 2.965 2.701 -4.566 -0.4 0.5 0.5
C 4.013 2.374 -3.700 -0.7 -0.2 0.1
C 3.745 1.661 -2.519 -0.4 -0.8 -0.1
H -4.009 1.009 -4.096 0.6 0.9 2.6
H 4.622 0.673 -0.084 -1.0 0.5 1.3
H 5.298 1.526 2.203 1.1 -0.4 0.3
H 3.772 2.090 3.853 -0.6 0.5 -0.2
H 1.417 2.862 3.095 0.1 -0.2 -0.4
H 0.779 2.472 0.705 0.1 -0.6 0.0
H 0.324 1.171 -2.930 1.3 0.5 -0.3
H 0.851 2.728 -4.827 -0.3 -0.2 -0.5
H 3.113 3.420 -5.379 0.1 -0.5 0.2
H 5.009 2.746 -3.943 -0.1 -0.3 0.3
H 4.634 1.421 -1.870 -1.4 0.3 -0.6
C -2.019 -2.955 3.713 1.2 1.3 -1.3
C -2.977 -2.550 2.597 -2.1 -0.3 0.4
O -4.354 -2.880 3.064 1.0 0.5 -0.6
P -2.986 -0.750 2.244 -0.9 -1.1 -0.2
O -3.461 -0.178 3.646 0.5 1.0 0.4
O -4.142 -0.392 1.217 0.5 -0.2 0.3
O -1.671 -0.281 1.731 0.5 0.6 0.5
P -2.678 -3.687 1.171 3.5 -1.4 -0.3
O -4.123 -4.055 0.526 -0.3 1.9 -2.6
O -1.993 -4.907 1.740 -1.6 1.4 -0.8
O -1.844 -2.873 0.154 -1.1 0.3 0.3
H -2.181 -2.330 4.577 -0.3 -0.1 0.5
H -0.966 -2.729 3.364 -1.0 -0.6 0.4
H -2.189 -4.015 3.823 0.3 -0.1 0.5
H -4.789 -3.134 2.234 -0.4 0.0 0.4
H -3.086 0.665 3.992 -0.3 -0.9 -0.7
H -3.743 -0.074 0.342 -0.2 -0.1 0.5
H -4.245 -3.573 -0.401 0.5 -1.3 2.9
O -4.366 -1.320 -2.127 1.5 1.4 -1.2
Se -3.161 -0.219 -2.340 2.8 -0.9 2.0
O -2.747 0.422 -0.839 -1.4 -0.1 -1.3
O -1.478 -0.727 -2.769 -4.4 1.0 0.1
O -3.762 1.285 -3.118 -0.1 -2.3 -2.6
```
Positions in Å, forces in eV/Å.

Summary:
- HOMO level (alpha / beta): -5.7 / -5.7 eV
- Charge: -1
- E_LUMO (alpha / beta): 0.52 / 0.52 eV
- <S²>: 8.76
- 2S+1: 6
- ΔE to the lowest compared entry with this formula, charge and spin: 11.2 kcal per mole